[1]
44
Properties=species:S:1:pos:R:3 method="wB97M-V/def2-TZVPD" lumo_ev=-0.43 e_above_lowest_kj_mol=292.4 smiles="[H]/N=c1/c(S(=O)(=O)c2ccccc2)c(SC)nc2cc(CCC)ccn12"
H -0.61 2.53 -1.47
N -1.22 2.05 -0.84
C -1.17 0.75 -0.76
C -2.05 0.05 0.07
S -3.41 1.00 0.78
O -4.10 1.82 -0.21
O -4.39 0.12 1.44
C -2.63 2.05 2.04
C -2.29 1.51 3.30
C -1.79 2.39 4.28
C -1.55 3.74 3.99
C -1.91 4.22 2.76
C -2.50 3.43 1.78
C -1.94 -1.30 0.19
S -3.02 -2.36 1.09
C -1.87 -2.61 2.52
N -0.96 -1.96 -0.50
C -0.10 -1.29 -1.24
C 0.98 -2.05 -1.91
C 1.94 -1.42 -2.65
C 3.02 -2.16 -3.37
C 4.45 -1.73 -3.00
C 4.81 -2.14 -1.62
C 1.83 0.01 -2.78
C 0.82 0.70 -2.17
N -0.17 0.09 -1.43
H -2.42 0.45 3.52
H -1.58 1.95 5.25
H -1.16 4.43 4.73
H -1.77 5.23 2.44
H -2.78 3.88 0.83
H -1.82 -1.72 3.14
H -2.30 -3.41 3.13
H -0.86 -2.85 2.18
H 0.95 -3.11 -1.75
H 2.84 -2.02 -4.45
H 2.93 -3.19 -3.20
H 5.20 -2.13 -3.66
H 4.53 -0.63 -3.03
H 4.10 -1.71 -0.88
H 4.80 -3.21 -1.48
H 5.79 -1.78 -1.39
H 2.53 0.59 -3.38
H 0.84 1.77 -2.27



[2]
122
Properties=species:S:1:pos:R:3 method="wB97M-V/def2-TZVPD" s_squared=3.757 spin_multiplicity=4 lumo_ev="-0.16 / -0.17"
Pt 0.17 -4.59 -2.49
C 0.89 -1.55 -0.64
O -0.38 -1.09 -0.30
O 0.62 -2.67 -1.46
C 1.81 -0.32 -1.14
F 1.25 0.60 -1.87
F 2.44 0.25 -0.15
F 2.81 -0.67 -1.93
C -0.49 -0.28 0.88
C -1.99 -0.34 1.21
H -2.33 -1.29 1.61
H -2.24 0.48 1.89
H -2.53 -0.17 0.28
H -0.20 0.76 0.77
H -0.07 -0.68 1.81
H 1.32 -1.99 0.26
C -1.77 3.42 6.42
S -2.35 3.19 4.64
O -3.19 4.38 4.18
C -0.81 3.45 3.71
H -1.05 2.63 6.61
H -2.62 3.06 7.01
H -1.47 4.45 6.59
H 0.05 2.97 4.18
H -0.56 4.51 3.67
H -1.02 2.92 2.78
C -0.19 -0.71 5.60
S -1.91 -1.32 5.33
O -2.33 -0.33 4.18
C -1.67 -2.99 4.57
H 0.42 -1.45 6.11
H -0.35 0.24 6.11
H 0.15 -0.36 4.62
H -1.61 -3.72 5.38
H -0.74 -3.04 4.01
H -2.57 -3.33 4.06
C -5.40 0.68 1.05
S -5.84 -0.13 -0.61
O -7.17 -0.91 -0.38
C -6.31 1.44 -1.49
H -6.08 1.50 1.31
H -4.43 1.14 0.88
H -5.30 0.04 1.93
H -7.04 2.05 -0.97
H -6.73 1.21 -2.48
H -5.51 2.12 -1.78
C -0.18 -2.07 -5.80
S -1.59 -2.52 -4.73
O -1.11 -3.58 -3.78
C -1.64 -0.92 -3.74
H -0.02 -2.83 -6.57
H 0.65 -1.98 -5.11
H -0.30 -1.04 -6.13
H -0.73 -0.74 -3.18
H -2.51 -0.82 -3.09
H -1.80 -0.11 -4.45
C -3.27 -3.18 -0.53
S -2.64 -4.92 -0.35
O -1.29 -5.05 -1.06
C -2.36 -4.98 1.49
H -2.63 -2.43 -0.06
H -4.27 -3.21 -0.10
H -3.21 -2.89 -1.58
H -1.82 -5.87 1.80
H -3.27 -4.86 2.07
H -1.59 -4.21 1.57
C -2.08 2.98 -0.44
S -1.99 2.06 -2.03
O -3.40 2.12 -2.41
C -0.97 3.31 -2.86
H -3.02 3.54 -0.41
H -1.17 3.51 -0.15
H -2.24 2.22 0.32
H -1.14 4.31 -2.47
H -1.10 3.29 -3.94
H 0.08 3.09 -2.68
C 4.26 -2.86 -3.90
S 3.27 -4.44 -4.32
O 1.86 -4.15 -3.85
C 3.05 -4.15 -6.07
H 5.07 -2.88 -4.63
H 4.69 -2.73 -2.91
H 3.81 -1.89 -4.09
H 3.31 -3.16 -6.44
H 1.99 -4.18 -6.34
H 3.43 -5.05 -6.54
C 5.08 3.97 -5.31
S 5.62 2.61 -4.33
O 6.55 3.31 -3.32
C 3.97 2.18 -3.58
H 4.13 3.83 -5.82
H 5.76 4.26 -6.11
H 4.99 4.93 -4.81
H 3.62 2.98 -2.92
H 4.15 1.28 -2.98
H 3.24 1.98 -4.36
C 2.85 0.98 3.18
C 2.45 1.45 4.42
N 2.11 1.82 5.51
H 2.28 1.26 2.29
H 2.67 -0.09 3.06
H 3.91 1.16 3.04
N 2.48 3.78 -0.03
C 1.90 4.32 1.15
C 1.46 5.67 1.00
C 1.79 5.96 -0.36
C 2.25 4.77 -0.95
H 2.75 2.81 -0.01
H 1.81 3.71 2.04
H 1.11 6.24 1.85
H 1.72 6.86 -0.95
H 2.51 4.60 -1.98
N 1.51 -4.08 2.32
C 2.32 -3.03 2.58
C 2.58 -2.87 3.92
C 1.87 -3.94 4.53
C 1.29 -4.67 3.58
H 1.12 -4.22 1.40
H 2.74 -2.44 1.78
H 3.15 -2.06 4.35
H 1.74 -4.07 5.60
H 0.67 -5.54 3.75



[3]
62
Properties=species:S:1:pos:R:3 method="wB97M-V/def2-TZVPD" lumo_ev=3.47 total_charge=-2 e_above_lowest_kj_mol=110.1
Au -1.30 1.92 -0.18
S 0.48 2.95 -1.61
C 0.45 4.30 -0.55
S -0.97 4.44 0.39
C 1.52 5.18 -0.48
C 1.54 6.31 0.35
N 1.61 7.26 0.99
C 2.69 4.97 -1.20
N 3.70 4.81 -1.75
N -4.28 1.48 1.65
C -4.42 1.57 0.30
N -5.61 1.52 -0.30
N -5.32 1.60 -1.61
N -4.06 1.71 -1.79
N -3.44 1.70 -0.61
C -3.15 1.69 2.39
N -3.16 1.77 3.71
N -1.87 1.94 4.04
N -1.13 1.97 3.00
N -1.90 1.81 1.91
H -5.14 1.49 2.18
C -0.39 -2.85 -2.34
C 0.84 -2.01 -1.99
C 1.03 -1.03 -3.15
C 2.05 -2.94 -1.88
P 0.36 -0.95 -0.44
N -0.68 0.06 -0.95
C 2.00 -0.28 0.34
C 2.90 -1.27 1.06
C 1.65 0.87 1.29
C 2.79 0.35 -0.82
C -0.46 -2.17 0.85
C 0.19 -3.53 1.11
C -0.51 -1.39 2.16
C -1.91 -2.36 0.38
H -0.28 -3.26 -3.35
H -1.27 -2.22 -2.32
H -0.52 -3.68 -1.66
H 0.91 -1.54 -4.10
H 2.01 -0.56 -3.14
H 0.27 -0.25 -3.07
H 2.11 -3.54 -2.80
H 1.95 -3.63 -1.04
H 2.98 -2.40 -1.79
H 2.47 -1.58 2.01
H 3.85 -0.78 1.27
H 3.10 -2.15 0.46
H 1.23 0.54 2.24
H 0.93 1.54 0.83
H 2.55 1.45 1.52
H 3.27 -0.40 -1.44
H 3.57 0.99 -0.42
H 2.14 0.97 -1.43
H 1.22 -3.42 1.45
H 0.19 -4.17 0.23
H -0.37 -4.04 1.90
H 0.46 -1.34 2.64
H -1.20 -1.87 2.86
H -0.87 -0.38 1.96
H -2.03 -3.22 -0.26
H -2.21 -1.46 -0.16
H -2.57 -2.48 1.23



[4]
74
Properties=species:S:1:pos:R:3 method="wB97M-V/def2-TZVPD" lumo_ev=-6.59 total_charge=+1 e_above_lowest_kj_mol=0.0
F -3.06 6.59 -2.54
C -3.00 5.23 -2.31
C -4.17 4.49 -2.44
C -4.05 3.11 -2.30
F -5.18 2.35 -2.49
C -2.85 2.48 -1.96
C -1.66 3.26 -1.74
C -0.37 2.74 -1.33
C 0.81 3.30 -1.84
C 2.04 2.66 -2.02
C 3.25 3.36 -2.33
C 4.47 2.63 -2.45
C 5.68 3.30 -2.51
F 6.84 2.56 -2.60
C 5.79 4.69 -2.54
C 4.59 5.40 -2.48
F 4.65 6.77 -2.57
C 3.34 4.79 -2.40
C -1.79 4.66 -1.94
H -5.13 4.97 -2.61
H -2.82 1.40 -1.91
H -0.33 1.86 -0.67
H 0.76 4.34 -2.18
H 2.09 1.57 -1.98
H 4.43 1.55 -2.44
H 6.74 5.19 -2.66
H 2.45 5.41 -2.33
H -0.93 5.30 -1.77
F 0.66 -2.05 -1.21
C 0.01 -2.37 0.01
C -0.86 -3.64 -0.19
C -0.76 -4.44 -1.33
C -1.57 -5.57 -1.46
C -2.47 -5.90 -0.45
C -2.59 -5.09 0.68
C -1.76 -3.98 0.81
C 1.12 -2.61 1.07
C 1.30 -3.88 1.64
C 2.22 -4.07 2.67
C 3.06 -3.03 3.05
C 2.97 -1.79 2.41
C 2.02 -1.60 1.40
C -0.95 -1.16 0.29
C -2.14 -1.07 -0.70
C -3.39 -0.75 0.11
C -2.94 -0.64 1.57
N -1.58 -1.23 1.61
C -0.81 -0.92 2.77
C -0.21 0.35 2.82
C 0.78 0.57 3.77
N 1.09 -0.35 4.66
C 0.47 -1.51 4.70
C -0.56 -1.84 3.80
H -0.04 -4.19 -2.11
H -1.50 -6.19 -2.36
H -3.08 -6.81 -0.52
H -3.31 -5.30 1.48
H -1.81 -3.37 1.71
H 0.70 -4.72 1.30
H 2.29 -5.04 3.17
H 3.79 -3.17 3.85
H 3.63 -0.97 2.70
H 1.99 -0.64 0.87
H -0.35 -0.23 0.21
H -1.92 -0.27 -1.41
H -2.25 -2.00 -1.28
H -3.82 0.21 -0.19
H -4.15 -1.52 0.02
H -2.92 0.42 1.91
H -3.57 -1.19 2.29
H -0.46 1.10 2.07
H 1.34 1.50 3.79
H 0.81 -2.23 5.44
H -1.08 -2.79 3.88



[5]
94
Properties=species:S:1:pos:R:3 method="wB97M-V/def2-TZVPD" s_squared=3.807 spin_multiplicity=4 lumo_ev="1.87 / 1.87" total_charge=-1 e_above_lowest_kj_mol=0.0
Ti -0.31 -0.93 -0.63
C 5.95 1.51 -2.62
C 4.75 0.81 -2.04
C 4.80 -0.54 -1.72
C 3.66 -1.22 -1.27
C 3.71 -2.70 -1.09
O 4.69 -3.21 -0.47
C 2.71 -3.48 -1.76
C 1.81 -2.96 -2.74
C 0.97 -3.79 -3.46
C 0.92 -5.16 -3.23
C 1.80 -5.70 -2.27
C 2.67 -4.89 -1.56
C 2.52 -0.47 -0.99
O 1.48 -1.11 -0.42
C 2.42 0.91 -1.28
C 3.56 1.51 -1.85
C 1.21 1.66 -1.04
N 0.00 1.09 -0.66
C -0.83 1.99 0.14
C -0.10 2.47 1.39
Te -1.47 3.25 2.85
C 0.07 3.81 4.17
C 0.56 2.90 5.10
C 1.61 3.25 5.94
C 2.18 4.51 5.85
C 1.70 5.43 4.93
C 0.65 5.08 4.09
C 1.20 3.11 -1.35
C 0.24 3.63 -2.23
C 0.18 4.99 -2.50
C 1.08 5.87 -1.91
C 2.04 5.37 -1.03
C 2.09 4.01 -0.76
H 6.79 0.82 -2.73
H 6.29 2.33 -1.99
H 5.73 1.93 -3.61
H 5.70 -1.12 -1.86
H 1.84 -1.91 -2.98
H 0.34 -3.35 -4.23
H 0.26 -5.81 -3.80
H 1.80 -6.77 -2.08
H 3.36 -5.31 -0.84
H 3.52 2.54 -2.17
H -1.74 1.46 0.43
H -1.16 2.86 -0.43
H 0.57 3.30 1.18
H 0.47 1.67 1.85
H 0.12 1.91 5.17
H 1.99 2.53 6.66
H 3.01 4.78 6.50
H 2.14 6.41 4.85
H 0.27 5.79 3.36
H -0.45 2.95 -2.70
H -0.57 5.36 -3.18
H 1.03 6.93 -2.13
H 2.74 6.04 -0.56
H 2.84 3.63 -0.07
C -3.07 -2.47 4.57
P -2.69 -1.93 2.85
C -1.13 -1.04 3.18
C -3.93 -0.55 2.81
C -4.09 0.19 1.48
P -3.24 -0.53 0.03
C -3.84 0.66 -1.24
C -4.26 -1.99 -0.39
H -3.04 -1.65 5.29
H -2.33 -3.22 4.87
H -4.05 -2.94 4.60
H -1.24 -0.29 3.98
H -0.78 -0.53 2.28
H -0.36 -1.76 3.46
H -3.71 0.17 3.60
H -4.88 -1.03 3.07
H -3.68 1.20 1.57
H -5.15 0.32 1.23
H -3.70 1.68 -0.90
H -4.90 0.50 -1.45
H -3.27 0.52 -2.16
H -5.31 -1.81 -0.12
H -3.90 -2.87 0.15
H -4.20 -2.18 -1.46
O -1.43 -1.58 -2.11
N -1.82 -2.84 -2.28
C -2.48 -3.11 -3.44
C -2.97 -4.36 -3.69
C -2.74 -5.36 -2.72
C -2.04 -5.07 -1.59
C -1.54 -3.77 -1.33
S -0.66 -3.36 0.05
H -2.57 -2.26 -4.09
H -3.49 -4.55 -4.61
H -3.11 -6.36 -2.89
H -1.82 -5.83 -0.85



[6]
77
Properties=species:S:1:pos:R:3 method="wB97M-V/def2-TZVPD" lumo_ev="2.37 / 2.37" total_charge=-1 e_above_lowest_kj_mol=0.0
Pd -0.62 -0.52 -0.53
S -1.48 -2.18 -2.08
C 0.24 -2.42 -2.31
N 0.74 -3.18 -3.21
N 2.14 -3.30 -3.23
C 2.77 -3.12 -4.44
C 2.08 -3.04 -5.65
C 2.78 -2.89 -6.84
C 4.16 -2.81 -6.86
C 4.85 -2.87 -5.65
C 4.17 -3.03 -4.46
N 0.97 -1.74 -1.27
N 1.86 -0.90 -1.74
C 2.74 -0.43 -0.75
C 2.80 -0.90 0.58
C 3.71 -0.35 1.47
C 4.57 0.67 1.08
C 4.53 1.12 -0.24
C 3.63 0.58 -1.13
H 2.61 -2.88 -2.44
H 1.00 -3.09 -5.63
H 2.22 -2.83 -7.76
H 4.69 -2.69 -7.80
H 5.93 -2.80 -5.64
H 4.72 -3.08 -3.53
H 2.14 -1.70 0.88
H 3.74 -0.72 2.48
H 5.27 1.10 1.79
H 5.20 1.91 -0.56
H 3.58 0.92 -2.16
N -3.90 4.68 -2.79
C -3.37 3.54 -2.20
C -3.36 3.39 -0.81
C -2.84 2.22 -0.28
N -2.35 1.22 -1.00
C -2.37 1.37 -2.33
C -2.86 2.49 -2.96
H -3.94 5.50 -2.21
H -3.62 4.85 -3.74
H -3.74 4.16 -0.16
H -2.81 2.09 0.80
H -1.98 0.53 -2.90
H -2.84 2.55 -4.04
C 0.15 -1.10 6.70
C -1.00 -1.62 6.14
C -1.28 -1.44 4.79
C -0.41 -0.72 3.98
C 0.76 -0.21 4.54
C 1.04 -0.39 5.89
P -0.63 -0.57 2.14
C -0.37 1.25 1.96
C 0.24 1.69 0.79
C 0.40 3.04 0.53
C -0.04 3.98 1.45
C -0.62 3.56 2.64
C -0.78 2.21 2.89
C -2.45 -0.79 2.03
C -3.39 0.12 2.53
C -4.75 -0.12 2.40
C -5.19 -1.27 1.77
C -4.27 -2.19 1.27
C -2.91 -1.94 1.40
H 0.37 -1.24 7.75
H -1.69 -2.18 6.76
H -2.19 -1.85 4.38
H 1.46 0.34 3.92
H 1.95 0.02 6.31
H 0.64 0.98 0.05
H 0.88 3.35 -0.39
H 0.09 5.04 1.25
H -0.95 4.29 3.37
H -1.21 1.89 3.83
H -3.05 1.02 3.02
H -5.46 0.60 2.79
H -6.25 -1.46 1.66
H -4.61 -3.08 0.76
H -2.20 -2.64 0.97